Computed, not measured: C4H8O2 in the gas phase, with ωB97M-V with the def2-TZVPD basis set.

* LUMO energy: 0.91 eV
* energy relative to the best compared isomer or geometry (same formula, charge and spin): 184.6 kJ/mol
* net charge: 0
* spin multiplicity: 1
* HOMO-LUMO gap: 10.7 eV

Atoms and positions in Å:
C: -0.461 -1.082 -1.212
C: -0.475 0.338 -0.661
O: -1.379 0.511 0.451
C: -0.299 0.683 1.378
C: 0.726 0.729 0.236
O: 1.852 -0.098 0.285
H: -0.840 -1.779 -0.458
H: -1.089 -1.180 -2.101
H: 0.557 -1.378 -1.490
H: -0.704 1.062 -1.452
H: -0.174 -0.184 2.045
H: -0.417 1.586 1.989
H: 1.103 1.733 0.029
H: 1.560 -0.999 0.476

Atomic forces in eV per Å
-0.047 -0.044 -0.007
0.120 -0.069 -0.334
-0.173 -0.007 -0.013
0.179 0.048 0.312
-0.106 0.304 -0.023
-0.060 -0.243 0.096
0.112 0.085 -0.062
0.034 0.030 0.151
-0.138 0.057 -0.032
0.059 -0.094 0.113
-0.032 0.090 -0.128
0.025 -0.130 -0.101
-0.078 -0.136 0.029
0.105 0.110 -0.001